This record from OMol25 describes C20H27N3O2P2Se2Tc as an isolated structure. The level of theory is wB97M-V/def2-TZVPD.

The geometry in XYZ format:
```
57
Properties=species:S:1:pos:R:3:forces:R:3:mulliken_charge:R:1
Tc -0.7540 0.3796 -0.4075 -0.046 -0.504 -0.112 1.231
Se 1.6034 0.0079 -0.8019 -0.091 0.145 -0.035 -0.131
Se -0.3216 -0.2199 1.8471 -0.173 0.062 0.155 -0.044
P 1.8752 -0.3775 1.3903 -0.177 0.244 -0.140 0.091
P -2.3871 2.2393 -2.6847 -0.245 -0.248 0.127 1.345
O -1.4770 2.0527 -1.4489 0.013 -0.188 -0.124 -1.014
O -2.9989 1.0348 -3.2980 0.173 0.111 0.111 -0.986
N -0.4445 4.1975 -3.4431 -0.085 -0.060 -0.029 -0.236
N -1.5547 -1.0206 -1.7817 0.277 0.598 -0.235 -0.513
N -5.0572 2.8816 -2.9286 0.157 0.067 0.065 -0.264
C 2.4363 -2.0042 1.6677 0.095 -0.290 -0.034 1.352
C 2.1509 -2.5957 2.9065 0.083 -0.079 -0.046 -0.382
C 3.3131 -2.5966 0.7492 -0.006 -0.117 0.149 -0.363
C -1.6336 -4.0948 0.2763 -0.023 0.009 0.043 -0.754
C 2.7420 0.9271 2.1771 0.097 0.142 0.049 1.457
C 3.2357 2.1049 4.2056 -0.017 -0.018 0.006 -0.789
C 3.9139 -3.7967 1.0896 -0.003 0.008 -0.055 -0.804
C 3.8340 1.5197 1.5324 0.088 0.029 0.127 -0.409
C 4.6214 2.4090 2.2447 -0.006 -0.018 -0.032 -0.749
C -3.3030 -1.9468 -0.3638 0.006 0.079 0.078 -0.250
C -1.1765 -3.1256 -0.5949 0.029 -0.053 -0.030 -0.640
C -2.9108 -3.9907 0.8321 0.004 -0.004 0.025 -0.549
C 2.4369 1.2116 3.5140 0.027 0.042 0.019 -0.328
C 3.6368 -4.3903 2.3162 -0.004 -0.015 0.012 -0.493
C 4.3205 2.7008 3.5713 0.002 0.006 -0.010 -0.478
C -3.8007 3.3224 -2.1997 -0.236 0.098 -0.051 -0.783
C -2.0247 -2.0678 -0.9072 0.014 0.198 0.026 1.301
C -3.7436 -2.9224 0.5144 0.009 -0.030 0.061 -0.731
C 2.7608 -3.7961 3.2207 -0.025 -0.006 0.016 -0.795
C -1.3648 3.1003 -3.9387 0.281 0.273 -0.049 -0.845
H -4.9171 1.9416 -3.3316 0.034 -0.047 0.016 0.352
H 0.0508 3.9254 -2.5885 0.007 -0.019 0.004 0.298
H 1.5988 0.7440 4.0196 0.008 0.004 -0.014 0.301
H -5.8618 2.8450 -2.2950 -0.034 0.019 -0.020 0.372
H 4.6018 -4.2690 0.4012 -0.012 -0.002 0.001 0.448
H 5.4790 2.8675 1.7707 -0.021 0.008 -0.006 0.436
H 4.1069 -5.3312 2.5707 0.020 0.008 0.011 0.461
H -0.7328 2.3334 -4.3902 -0.045 -0.032 -0.016 0.386
H -3.9784 3.2076 -1.1310 0.054 -0.005 0.013 0.381
H 4.0906 1.2835 0.5063 -0.032 -0.017 -0.006 0.334
H -0.1908 -3.2000 -1.0429 -0.027 -0.009 -0.003 0.418
H 1.4725 -2.1361 3.6170 0.021 0.023 -0.007 0.348
H 2.5590 -4.2695 4.1720 -0.006 -0.006 -0.006 0.465
H -4.7382 -2.8664 0.9361 0.011 0.001 -0.009 0.448
H -3.6438 4.3827 -2.3942 -0.026 0.011 0.052 0.393
H -5.3146 3.5169 -3.6900 -0.010 -0.014 -0.016 0.371
H -0.9313 5.0779 -3.2487 -0.024 -0.001 0.003 0.372
H -3.9533 -1.1251 -0.6479 0.004 -0.042 -0.042 0.401
H -1.0081 -4.9438 0.5172 -0.005 0.001 -0.007 0.480
H 3.5361 -2.1378 -0.2068 0.010 0.023 0.019 0.359
H -3.2648 -4.7606 1.5053 0.004 0.002 -0.007 0.460
H 3.0182 2.3313 5.2407 -0.008 0.011 -0.012 0.439
H 4.9398 3.3995 4.1186 0.013 -0.018 -0.001 0.440
H -2.2868 -0.5602 -2.3406 -0.124 -0.140 -0.024 0.266
H -1.9840 3.5178 -4.7335 -0.008 -0.035 -0.014 0.392
H -0.8406 -1.3369 -2.4382 -0.019 -0.193 0.037 0.339
H 0.2648 4.4191 -4.1526 -0.004 -0.008 -0.031 0.396
```
Positions in Å, forces in eV/Å.

As for the total energy: -6658.0643 hartree. The net charge is +4. As for the orbital gap (spin up / spin down): 5.54 / 5.46 eV. Its spin multiplicity is 4.